DFT (ωB97M-V/def2-TZVPD) results for a 2-piece molecular cluster, C2H7S3 overall at a distorted geometry.

Output
- frontier orbital gap (eV) = 5.72

Geometry as ORCA input:
```
! wB97M-V def2-TZVPD RIJCOSX def2/J DEFGRID3
* xyz -1 1
S 2.37 -1.13 -0.19
H 3.45 -1.73 0.29
C -0.81 -0.92 -1.02
C -0.31 0.26 -0.18
S -1.59 1.42 0.38
S -0.39 2.75 1.49
H -1.40 -0.55 -1.86
H -1.43 -1.56 -0.38
H 0.07 -1.46 -1.36
H 0.51 0.80 -0.65
H 0.12 -0.11 0.75
H -0.60 2.23 2.72
*
```

Atomic partial charges in e from the natural (NBO) method, atoms 1 to 6: number 1, S, carries -1.073; number 2, H, carries 0.094; number 3, C, carries -0.632; number 4, C, carries -0.536; number 5, S, carries 0.049; number 6, S, carries -0.163

---

DFT (ωB97M-V/def2-TZVPD) results for C26H50BN2O2P2SV as an isolated structure at a distorted geometry.

Output
- frontier orbital gap (alpha / beta) (eV) = 3.17 / 4.41
- expectation value of S² = 3.78

Geometry as ORCA input:
```
! wB97M-V def2-TZVPD RIJCOSX def2/J DEFGRID3
* xyz -1 4
V 0.03 -0.12 -0.03
C -3.42 3.50 1.56
C -2.66 2.18 1.76
C -1.43 2.49 2.61
C -3.54 1.21 2.54
P -2.02 1.35 0.15
C -1.52 2.85 -0.86
N -0.19 3.15 -0.41
B 0.71 2.00 -0.14
N 2.06 2.55 -0.28
C 3.19 1.69 -0.29
P 2.51 0.02 0.20
C 2.97 -0.04 2.06
C 2.40 1.22 2.72
C 2.31 -1.24 2.69
C 4.48 -0.09 2.34
C 3.71 -1.11 -0.79
C 3.66 -2.54 -0.30
C 3.19 -1.09 -2.23
C 5.18 -0.64 -0.81
C 1.96 3.86 -0.71
C 2.96 4.76 -1.05
C 2.58 6.03 -1.50
C 1.23 6.38 -1.61
C 0.23 5.47 -1.26
C 0.61 4.21 -0.81
C -3.56 0.73 -0.85
C -3.09 0.41 -2.28
C -4.67 1.77 -0.92
C -4.16 -0.56 -0.27
H -3.76 3.87 2.53
H -4.31 3.39 0.93
H -2.78 4.27 1.14
H -1.73 2.93 3.57
H -0.75 3.18 2.11
H -0.88 1.57 2.83
H -3.78 1.63 3.52
H -3.03 0.25 2.69
H -4.49 1.04 2.04
H -2.20 3.71 -0.80
H -1.47 2.56 -1.92
H 3.99 2.04 0.38
H 3.58 1.66 -1.32
H 1.33 1.28 2.57
H 2.86 2.13 2.33
H 2.60 1.19 3.80
H 1.23 -1.22 2.54
H 2.51 -1.26 3.77
H 2.69 -2.17 2.27
H 5.01 0.74 1.88
H 4.91 -1.04 2.01
H 4.66 -0.04 3.42
H 2.65 -2.89 -0.29
H 4.09 -2.65 0.71
H 4.25 -3.20 -0.96
H 2.16 -1.44 -2.27
H 3.81 -1.74 -2.87
H 3.22 -0.09 -2.66
H 5.64 -0.65 0.17
H 5.28 0.37 -1.22
H 5.77 -1.31 -1.45
H 4.00 4.48 -0.98
H 3.34 6.75 -1.78
H 0.96 7.37 -1.96
H -0.81 5.74 -1.34
H -2.76 1.29 -2.82
H -3.92 -0.02 -2.85
H -2.28 -0.32 -2.26
H -4.31 2.72 -1.32
H -5.13 1.93 0.05
H -5.47 1.42 -1.58
H -3.41 -1.34 -0.23
H -4.99 -0.90 -0.90
H -4.56 -0.43 0.74
O -1.30 -1.08 -0.05
C 1.49 -4.29 1.27
S 0.21 -3.45 0.30
C 0.47 -4.43 -1.19
O 0.66 -2.05 -0.04
H 1.20 -5.33 1.39
H 1.54 -3.81 2.24
H 2.46 -4.22 0.78
H 0.26 -5.48 -0.97
H 1.50 -4.32 -1.54
H -0.22 -4.07 -1.95
*
```

Atomic partial charges in e from the Löwdin method, atoms 1 to 6: number 1, V, carries 0.323; number 2, C, carries -0.106; number 3, C, carries -0.663; number 4, C, carries -0.115; number 5, C, carries -0.107; number 6, P, carries 1.129

---

Number 1: molecular weight 127.279 g/mol, calculated total energy -1274.99142 Ha. Number 2: molecular weight 578.469 g/mol, calculated total energy -3330.38033 Ha.